ORCA calculation (the ωB97M-V functional and the def2-TZVPD basis) on a cluster of 7 separate species, C24H48O13S2 in total at a distorted geometry.

Element x y z (Å)
O1 12.97 -0.39 -7.59
S1 13.71 -1.14 -8.61
O2 14.43 -0.43 -9.61
O3 14.43 -2.48 -8.04
C1 13.68 -3.68 -8.38
C2 12.22 -3.27 -8.66
O4 12.54 -2.00 -9.35
H1 14.30 -4.09 -9.18
H2 13.95 -4.25 -7.49
H3 11.70 -3.15 -7.71
H4 11.75 -3.99 -9.32
O5 9.04 -1.80 -20.63
S2 7.73 -1.95 -21.31
O6 7.59 -1.21 -22.60
O7 7.48 -3.54 -21.57
C3 6.95 -4.25 -20.52
C4 6.20 -3.08 -19.70
O8 6.40 -1.96 -20.37
H5 6.17 -4.96 -20.79
H6 7.72 -4.61 -19.83
H7 6.62 -3.07 -18.70
H8 5.12 -3.22 -19.69
C5 8.37 5.53 -7.70
C6 9.08 4.19 -8.01
C7 9.89 4.44 -9.27
O9 10.02 5.87 -9.44
C8 8.95 6.55 -8.72
H9 8.65 5.75 -6.67
H10 7.28 5.47 -7.64
H11 8.43 3.32 -8.14
H12 9.82 4.06 -7.21
H13 9.33 3.83 -9.99
H14 10.90 4.09 -9.10
H15 8.22 6.79 -9.49
H16 9.29 7.45 -8.21
C9 -0.70 1.40 -18.11
C10 -0.43 1.34 -16.62
C11 0.72 0.46 -16.42
O10 1.17 0.11 -17.74
C12 0.62 1.00 -18.72
H17 -1.00 2.41 -18.38
H18 -1.50 0.70 -18.35
H19 -1.26 0.88 -16.10
H20 -0.24 2.25 -16.05
H21 0.49 -0.39 -15.78
H22 1.51 1.01 -15.90
H23 0.56 0.50 -19.69
H24 1.35 1.79 -18.87
C13 17.55 -1.12 -15.41
C14 17.23 -2.21 -16.43
C15 16.26 -1.62 -17.41
O11 15.94 -0.35 -16.81
C16 16.33 -0.21 -15.42
H25 18.34 -0.42 -15.69
H26 17.91 -1.41 -14.43
H27 16.85 -2.91 -15.68
H28 18.04 -2.78 -16.87
H29 15.32 -2.15 -17.52
H30 16.82 -1.41 -18.32
H31 15.52 -0.61 -14.82
H32 16.75 0.73 -15.05
C17 3.98 6.87 -13.81
C18 3.85 6.03 -15.01
C19 2.71 6.73 -15.70
O12 2.51 7.99 -15.03
C20 2.73 7.62 -13.70
H33 4.79 7.57 -14.03
H34 4.35 6.38 -12.90
H35 3.52 5.02 -14.79
H36 4.76 5.98 -15.62
H37 1.76 6.19 -15.73
H38 2.97 6.97 -16.73
H39 1.83 7.08 -13.42
H40 2.78 8.51 -13.08
C21 8.86 1.44 -14.63
C22 10.16 0.69 -14.42
C23 9.68 -0.67 -14.78
O13 8.83 -0.55 -15.89
C24 8.27 0.77 -15.92
H41 8.85 2.53 -14.67
H42 8.23 1.14 -13.79
H43 10.57 0.72 -13.41
H44 10.94 1.04 -15.10
H45 9.19 -1.19 -13.95
H46 10.53 -1.32 -14.98
H47 7.18 0.84 -15.89
H48 8.64 1.25 -16.82

Structure (SMILES): O=S1(=O)OCCO1.O=S1(=O)OCCO1.C1CCOC1.C1CCOC1.C1CCOC1.C1CCOC1.C1CCOC1
Electronic energy in Ha: -2717.451777
Highest occupied orbital energy in Ha: -0.349
Orbital gap in eV: 9.864
LUMO in eV: 0.37